Entry 1:
C31H35N6P2RuS as an isolated structure. Source: OMol25; level of theory: ωB97M-V/def2-TZVPD.

```
76
Properties=species:S:1:pos:R:3:lowdin_charge:R:1
Ru 0.6945 0.8458 0.1819 0.734
C -1.4161 3.2780 3.8759 0.048
N -0.1953 2.4522 3.9150 -0.069
C 0.9036 2.7190 4.6929 0.049
C 1.8453 1.7879 4.4005 0.049
N 1.3117 0.9633 3.4335 0.022
C 0.0604 1.3824 3.1582 -0.514
S -0.9328 0.8634 1.8020 0.808
C 1.9854 -0.1863 2.8869 -0.251
C 2.7046 -0.9793 3.7618 0.027
C 3.3963 -2.0669 3.2483 0.019
C 3.3197 -2.3102 1.8875 0.014
C 2.5576 -1.4678 1.0986 -0.127
N 1.8859 -0.4005 1.5708 -0.008
H -1.3285 4.0387 4.6453 0.117
H -2.2879 2.6617 4.0782 0.105
H -1.5013 3.7559 2.9023 0.109
H 0.9320 3.5490 5.3792 0.161
H 2.8445 1.6613 4.7807 0.158
H 2.7226 -0.7580 4.8204 0.136
H 3.9760 -2.7056 3.9014 0.142
H 3.8452 -3.1381 1.4318 0.139
H 2.4958 -1.6179 0.0327 0.088
C -3.4257 -0.9926 2.2077 -0.173
P -1.6552 -1.0691 2.4431 0.747
C -1.2625 -1.3677 4.1631 -0.157
C -0.9117 -2.3120 1.3753 -0.330
C -1.1933 -2.1112 -0.1203 -0.330
P -0.2385 -0.7987 -1.0239 0.792
C -1.4788 -0.2694 -2.2306 -0.206
C 0.9395 -1.7423 -2.0349 -0.203
H -3.8468 -1.9881 2.3718 0.095
H -3.6711 -0.6633 1.1974 0.072
H -3.8617 -0.2968 2.9254 0.081
H -1.7537 -2.2993 4.4593 0.095
H -1.6505 -0.5631 4.7891 0.080
H -0.1875 -1.4784 4.3035 0.058
H -1.3437 -3.2604 1.7176 0.124
H 0.1552 -2.3489 1.6049 0.076
H -2.2549 -1.9121 -0.2849 0.082
H -0.9960 -3.0585 -0.6270 0.109
H -1.9014 -1.1503 -2.7172 0.076
H -1.0107 0.3637 -2.9829 0.047
H -2.2731 0.3053 -1.7549 0.057
H 0.3962 -2.2662 -2.8231 0.074
H 1.4775 -2.4880 -1.4507 0.047
H 1.6546 -1.0562 -2.4922 0.053
N 1.9781 4.6409 -9.3011 0.202
C 1.8547 4.2563 -8.2269 -0.158
C 1.7009 3.7736 -6.8804 -0.200
C 2.5280 4.2587 -5.8705 0.013
C 2.3865 3.7833 -4.5787 -0.010
C 1.4061 2.8369 -4.2837 -0.196
C 0.5674 2.3728 -5.2960 -0.015
C 0.7211 2.8266 -6.5937 0.008
C 1.2345 2.3375 -2.8973 -0.029
C 2.3058 1.6644 -2.2954 -0.256
C 3.5927 1.4892 -2.8382 0.023
C 4.4073 1.0032 -1.8270 -0.026
C 3.5921 0.8550 -0.7119 -0.147
N 2.3120 1.2106 -0.9721 -0.102
C 0.0313 2.6297 -2.2514 -0.267
C -0.9806 3.4937 -2.7340 0.026
C -1.9479 3.5819 -1.7557 -0.033
C -1.5035 2.7745 -0.7043 -0.192
N -0.3176 2.2029 -0.9703 -0.130
H 3.2750 5.0055 -6.1014 0.135
H 3.0215 4.1699 -3.7920 0.132
H -0.2010 1.6426 -5.0739 0.118
H 0.0846 2.4573 -7.3857 0.133
H 3.8884 1.7328 -3.8450 0.129
H 5.4648 0.8039 -1.8767 0.118
H 3.9021 0.5332 0.2674 0.098
H -0.9601 4.0104 -3.6793 0.132
H -2.8513 4.1683 -1.7730 0.116
H -2.0228 2.6051 0.2270 0.058
```

Results
* total charge: +3
* E_tot: -73627.0547 eV
* HOMO energy: -15.2 eV
* gap between HOMO and LUMO: 5.51 eV
* lowest unoccupied orbital energy: -9.64 eV

=====

Entry 2:
C31H35N6S4Zr as an isolated structure. Source: OMol25; level of theory: ωB97M-V/def2-TZVPD.

```
77
Properties=species:S:1:pos:R:3:lowdin_charge:R:1
Zr 0.0000 0.0000 0.0000 1.228
N -2.1045 3.9248 0.4791 0.096
C -1.1924 2.9899 0.1192 -0.933
S -0.6128 2.0360 1.4026 0.716
N -0.6974 2.8749 -1.0696 0.017
N 0.2438 1.8532 -1.1118 -0.162
C 1.3253 2.1210 -1.7718 -0.155
C 1.6014 3.3639 -2.5283 -0.187
C 0.7606 3.7368 -3.5804 -0.025
C 1.0446 4.8843 -4.3214 -0.061
C 2.1661 5.6560 -4.0106 -0.068
C 2.9994 5.2898 -2.9515 -0.064
C 2.7171 4.1446 -2.2058 -0.025
C 2.3403 1.0562 -1.7067 -0.205
C 3.3657 0.8877 -2.6292 0.021
C 4.2293 -0.1910 -2.4532 -0.013
C 4.0347 -1.0521 -1.3762 -0.019
C 2.9765 -0.8018 -0.5165 -0.162
N 2.1273 0.2295 -0.6646 0.005
H -2.0203 4.0310 1.4830 0.077
H -1.9479 4.7720 -0.0426 0.109
H -0.1237 3.1411 -3.7965 0.117
H 0.3804 5.1813 -5.1278 0.109
H 2.3786 6.5556 -4.5815 0.109
H 3.8579 5.9037 -2.6945 0.109
H 3.3454 3.8735 -1.3610 0.123
H 3.4831 1.5557 -3.4730 0.127
H 5.0399 -0.3635 -3.1541 0.121
H 4.6850 -1.9027 -1.2110 0.128
H 2.7700 -1.4388 0.3382 0.100
C -4.7528 -0.0823 1.3455 -0.516
C -4.2443 0.7212 0.1478 -0.420
S -2.4256 0.7486 0.0000 0.790
C -2.2108 -0.0881 -1.6021 -0.538
C -2.3327 -1.5953 -1.4510 -0.455
S -1.3659 -2.1097 0.0000 0.913
C -2.5401 -3.2491 0.8020 -0.432
C -3.4891 -2.5607 1.7839 -0.517
S -4.9807 -1.8610 0.9939 0.895
H -5.7574 0.2849 1.5851 0.075
H -4.1509 0.0779 2.2462 0.078
H -4.5341 1.7672 0.2992 0.083
H -4.7183 0.4039 -0.7873 0.092
H -1.2105 0.1673 -1.9698 -0.029
H -2.9232 0.2966 -2.3393 0.113
H -1.9293 -2.0932 -2.3389 0.093
H -3.3797 -1.8918 -1.3696 0.063
H -1.9171 -3.9456 1.3750 0.083
H -3.0676 -3.8534 0.0560 0.096
H -2.9697 -1.8211 2.4018 0.059
H -3.8656 -3.3248 2.4737 0.074
C -0.6472 -0.0867 3.3114 -0.248
N -0.0220 -0.6362 2.1033 -0.170
C 0.6275 -1.7237 2.3064 -0.071
C 1.2596 -2.3291 1.1929 -0.414
C 2.0268 -3.4729 1.1741 0.008
C 2.4127 -3.6440 -0.1487 -0.036
C 1.8540 -2.5944 -0.8443 -0.213
N 1.1548 -1.8017 -0.0283 -0.327
C 0.3362 0.5009 4.2977 -0.224
C 0.2103 0.2432 5.6698 -0.039
C 1.1086 0.8033 6.5803 -0.075
C 2.1352 1.6317 6.1298 -0.082
C 2.2627 1.9046 4.7693 -0.069
C 1.3655 1.3460 3.8584 -0.073
H -1.2644 -0.8572 3.7923 0.120
H -1.3391 0.7085 3.0087 0.030
H 0.7346 -2.2283 3.2816 0.170
H 2.2802 -4.1070 2.0133 0.123
H 3.0269 -4.4367 -0.5552 0.118
H 1.9423 -2.3986 -1.9074 0.148
H -0.5910 -0.3919 6.0401 0.111
H 1.0040 0.5988 7.6425 0.107
H 2.8317 2.0707 6.8391 0.107
H 3.0574 2.5560 4.4151 0.107
H 1.4684 1.5674 2.7967 0.051
H 0.0000 -0.5807 -1.8212 0.009
```

Results
* total charge: +1
* E_tot: -86267.6078 eV
* HOMO energy: -10.5 eV
* gap between HOMO and LUMO: 7.01 eV
* lowest unoccupied orbital energy: -3.47 eV

=====

Entry 3:
An isolated ion of composition C31H35O5 and charge -1. Source: OMol25; level of theory: ωB97M-V/def2-TZVPD.

```
71
Properties=species:S:1:pos:R:3:lowdin_charge:R:1
C -4.7572 1.3263 -0.4908 -0.062
C -3.8241 0.1851 -0.7751 -0.205
O -2.5935 0.4547 -0.0397 0.023
C -1.6908 -0.5283 -0.1828 -0.384
O -1.9555 -1.5889 -0.7447 0.088
C -0.3003 -0.2490 0.4161 -0.189
C 0.3666 0.6404 -0.5513 -0.147
C -0.4831 1.9041 -0.8165 -0.067
C -1.2767 2.1110 -2.0143 -0.352
O -1.6422 1.2834 -2.8610 0.038
C -1.7688 3.5174 -1.9573 -0.103
C -2.5851 4.2023 -2.8514 -0.029
C -3.0945 5.4470 -2.4734 -0.103
C -2.8234 5.9702 -1.1902 -0.102
C -2.0009 5.2722 -0.2974 -0.023
C -1.4479 4.0625 -0.7113 -0.096
C -0.6538 3.0593 0.0534 -0.332
O -0.3301 3.2271 1.2380 0.003
C 0.8523 0.1473 -1.9166 -0.146
C 1.5748 1.0659 -2.7072 -0.034
C 1.9695 0.7273 -4.0016 -0.090
C 1.8444 -0.5983 -4.4462 -0.111
C 1.2171 -1.5354 -3.6236 -0.076
C 0.6100 -1.1170 -2.4320 -0.045
C -0.3273 0.4483 1.8190 -0.107
C 1.0258 0.8886 2.3907 -0.179
C 1.8636 -0.1855 3.0838 -0.204
C 2.9164 -0.8098 2.1719 -0.203
C 3.7739 -1.8411 2.9188 -0.216
C 3.0313 -3.1417 3.2763 -0.202
C 2.6011 -4.0016 2.0631 -0.194
C 1.1300 -4.4106 2.0178 -0.216
C 0.4307 -4.2637 0.6610 -0.181
C 0.5488 -2.8922 -0.0307 -0.128
C -0.0240 -1.7633 0.8160 -0.257
O -0.4776 -2.1054 1.9084 0.046
H -5.6426 1.2025 -1.1225 0.076
H -5.0728 1.2850 0.5578 0.078
H -4.3087 2.3072 -0.7057 0.080
H -4.2391 -0.7662 -0.4265 0.122
H -3.5716 0.1169 -1.8426 0.121
H 1.2564 1.0417 -0.0559 0.136
H -2.8006 3.7510 -3.8190 0.110
H -3.7080 6.0160 -3.1739 0.088
H -3.2537 6.9315 -0.9010 0.088
H -1.7842 5.6443 0.7050 0.109
H 1.7653 2.0690 -2.3140 0.124
H 2.3634 1.4965 -4.6677 0.094
H 2.1939 -0.8807 -5.4369 0.087
H 1.1333 -2.5868 -3.9098 0.098
H -0.1361 -1.7367 -1.9451 0.074
H -0.9399 1.3514 1.7534 0.100
H -0.8136 -0.2523 2.5099 0.117
H 0.7764 1.6560 3.1353 0.114
H 1.6453 1.3973 1.6391 0.100
H 1.2052 -0.9700 3.4819 0.102
H 2.3787 0.2554 3.9544 0.112
H 3.5728 -0.0279 1.7604 0.117
H 2.4133 -1.2714 1.3075 0.096
H 4.1319 -1.3892 3.8562 0.105
H 4.6573 -2.0808 2.3109 0.106
H 2.1719 -2.9161 3.9273 0.103
H 3.7253 -3.7544 3.8712 0.098
H 3.1759 -4.9402 2.1204 0.102
H 2.8855 -3.5121 1.1215 0.099
H 0.5437 -3.8331 2.7414 0.091
H 1.0276 -5.4567 2.3332 0.103
H -0.6413 -4.4010 0.8379 0.115
H 0.7376 -5.0545 -0.0359 0.111
H -0.1088 -2.9610 -0.8983 0.091
H 1.5604 -2.6394 -0.3891 0.119
```

Results
* total charge: -1
* E_tot: -42953.5611 eV
* HOMO energy: -4.0 eV
* gap between HOMO and LUMO: 6.97 eV
* lowest unoccupied orbital energy: 3.01 eV

=====

The evaluated F_max for the records listed, in turn: 0.12; 4.62; 3.20 eV Å⁻¹.